The following is a quantum chemistry calculation of a molecular structure, C52H134CrF6N10O16P in a non-equilibrium geometry, from the Open Molecules 2025 dataset.

Last column: Löwdin spin population.
CARTESIAN COORDINATES (ANGSTROEM)
Cr (23.428, -4.199, 16.806)  3.90
P (23.534, -2.902, 22.467)  0.00
F (24.387, -2.431, 23.781)  0.00
F (22.709, -3.702, 23.586)  0.00
F (22.478, -1.683, 22.681)  0.00
F (22.404, -3.219, 21.298)  0.00
F (24.393, -1.819, 21.501)  0.00
F (24.405, -4.271, 22.071)  0.00
C (19.872, -0.861, 21.043)  0.00
O (19.550, -0.035, 22.193)  0.00
C (19.411, -0.842, 23.375)  0.00
C (18.649, 0.033, 24.315)  0.00
N (18.384, -0.730, 25.532)  0.00
C (17.534, 0.097, 26.478)  0.00
C (17.353, -0.737, 27.827)  0.00
O (16.262, -0.211, 28.604)  0.00
C (16.379, 1.152, 29.119)  0.00
H (20.463, -0.286, 20.330)  0.00
H (18.903, -1.071, 20.590)  0.00
H (20.443, -1.727, 21.378)  0.00
H (20.404, -0.991, 23.801)  0.00
H (19.007, -1.844, 23.227)  0.00
H (17.710, 0.525, 24.060)  0.00
H (19.410, 0.750, 24.625)  0.00
H (18.031, -1.674, 25.474)  0.00
H (16.610, 0.410, 25.994)  0.00
H (18.118, 0.959, 26.801)  0.00
H (18.304, -0.680, 28.357)  0.00
H (17.088, -1.775, 27.624)  0.00
H (15.418, 1.574, 29.411)  0.00
H (16.713, 1.908, 28.409)  0.00
H (16.994, 1.238, 30.015)  0.00
C (25.730, -7.276, 20.008)  0.00
O (25.271, -6.054, 19.682)  0.00
C (26.274, -5.094, 19.563)  0.00
C (26.600, -4.772, 18.016)  0.00
N (25.609, -3.956, 17.269)  0.00
C (25.794, -2.528, 17.511)  0.00
C (24.562, -1.888, 18.203)  0.00
O (23.316, -2.131, 17.497)  0.05
C (22.316, -1.037, 17.858)  0.01
H (24.829, -7.885, 19.933)  0.00
H (26.078, -7.222, 21.040)  0.00
H (26.621, -7.651, 19.505)  0.00
H (27.233, -5.413, 19.971)  0.00
H (25.770, -4.274, 20.074)  0.00
H (26.709, -5.677, 17.417)  0.00
H (27.580, -4.363, 17.771)  0.00
H (26.154, -3.951, 16.418)  0.00
H (25.869, -1.865, 16.649)  0.00
H (26.525, -2.331, 18.295)  0.00
H (24.926, -0.862, 18.248)  0.00
H (24.260, -2.220, 19.197)  0.00
H (22.511, -0.104, 17.329)  0.00
H (22.309, -0.752, 18.910)  0.00
H (21.301, -1.356, 17.621)  0.00
C (14.430, -1.545, 22.341)  0.00
O (14.890, -2.529, 21.408)  0.00
C (16.144, -3.230, 21.946)  0.00
C (15.858, -3.966, 23.248)  0.00
N (16.439, -3.281, 24.369)  0.00
C (17.506, -3.927, 25.111)  0.00
C (17.308, -5.258, 25.773)  0.00
O (16.142, -5.345, 26.629)  0.00
C (16.440, -5.300, 28.021)  0.00
H (13.640, -0.810, 22.183)  0.00
H (15.149, -0.738, 22.480)  0.00
H (14.060, -1.988, 23.266)  0.00
H (17.017, -2.578, 21.983)  0.00
H (16.537, -4.050, 21.344)  0.00
H (16.114, -5.024, 23.191)  0.00
H (14.769, -3.924, 23.249)  0.00
H (15.650, -3.019, 24.943)  0.00
H (17.574, -3.250, 25.962)  0.00
H (18.342, -3.943, 24.412)  0.00
H (18.124, -5.485, 26.458)  0.00
H (17.132, -6.041, 25.036)  0.00
H (16.944, -4.369, 28.278)  0.00
H (16.965, -6.088, 28.562)  0.00
H (15.493, -5.404, 28.551)  0.00
C (20.541, -3.348, 27.221)  0.00
O (21.720, -3.618, 28.078)  0.00
C (23.012, -3.399, 27.526)  0.00
C (23.274, -1.903, 27.219)  0.00
N (23.171, -1.153, 28.486)  0.00
C (23.182, 0.265, 28.363)  0.00
C (23.015, 0.965, 29.693)  0.00
O (21.768, 0.664, 30.236)  0.00
C (21.272, 1.578, 31.224)  0.00
H (20.886, -3.653, 26.234)  0.00
H (20.307, -2.287, 27.309)  0.00
H (19.666, -3.919, 27.534)  0.00
H (22.996, -3.968, 26.596)  0.00
H (23.766, -3.885, 28.145)  0.00
H (22.545, -1.449, 26.547)  0.00
H (24.259, -1.759, 26.775)  0.00
H (22.257, -1.414, 28.827)  0.00
H (22.361, 0.487, 27.682)  0.00
H (24.072, 0.635, 27.854)  0.00
H (23.140, 2.036, 29.531)  0.00
H (23.829, 0.631, 30.336)  0.00
H (21.957, 2.061, 31.921)  0.00
H (20.557, 0.966, 31.773)  0.00
H (20.632, 2.191, 30.590)  0.00
C (25.586, -5.880, 26.472)  0.00
O (25.434, -5.991, 27.878)  0.00
C (25.684, -7.369, 28.286)  0.00
C (24.485, -8.276, 27.985)  0.00
N (23.267, -7.508, 28.126)  0.00
C (22.201, -7.989, 27.265)  0.00
C (21.712, -6.847, 26.435)  0.00
O (22.720, -6.527, 25.491)  0.00
C (22.721, -7.247, 24.248)  0.00
H (25.603, -4.802, 26.310)  0.00
H (24.801, -6.329, 25.863)  0.00
H (26.541, -6.334, 26.208)  0.00
H (25.821, -7.399, 29.367)  0.00
H (26.559, -7.877, 27.878)  0.00
H (24.269, -9.098, 28.668)  0.00
H (24.647, -8.782, 27.033)  0.00
H (23.545, -6.658, 27.657)  0.00
H (21.464, -8.495, 27.887)  0.00
H (22.589, -8.716, 26.551)  0.00
H (21.586, -5.887, 26.934)  0.00
H (20.721, -7.037, 26.022)  0.00
H (21.780, -6.932, 23.797)  0.00
H (22.787, -8.334, 24.210)  0.00
H (23.552, -6.969, 23.600)  0.00
C (23.332, 2.947, 24.531)  0.00
O (24.344, 2.628, 23.580)  0.00
C (24.211, 1.270, 23.001)  0.00
C (23.110, 1.260, 21.806)  0.00
N (23.318, 2.484, 21.052)  0.00
C (22.378, 2.860, 20.020)  0.00
C (20.942, 3.116, 20.537)  0.00
O (20.961, 4.269, 21.492)  0.00
C (19.670, 4.754, 21.981)  0.00
H (22.439, 3.033, 23.913)  0.00
H (23.540, 3.938, 24.933)  0.00
H (23.252, 2.327, 25.424)  0.00
H (24.046, 0.504, 23.758)  0.00
H (25.155, 0.922, 22.581)  0.00
H (22.130, 1.346, 22.276)  0.00
H (23.157, 0.371, 21.177)  0.00
H (23.219, 3.134, 21.819)  0.00
H (22.504, 2.146, 19.206)  0.00
H (22.753, 3.800, 19.615)  0.00
H (20.651, 2.236, 21.110)  0.00
H (20.252, 3.402, 19.743)  0.00
H (19.720, 5.615, 22.648)  0.00
H (19.251, 3.892, 22.499)  0.00
H (19.035, 4.744, 21.095)  0.00
C (21.529, -6.036, 20.391)  0.00
C (21.897, -5.627, 18.896)  0.01
C (20.807, -4.868, 18.213)  0.00
O (21.334, -4.234, 17.021)  0.03
C (20.299, -3.593, 16.291)  0.00
N (23.086, -4.736, 18.876)  -0.01
H (21.491, -7.126, 20.383)  0.00
H (20.577, -5.635, 20.738)  0.00
H (22.341, -5.893, 21.104)  0.00
H (22.004, -6.507, 18.262)  0.00
H (20.218, -4.161, 18.798)  0.00
H (20.115, -5.621, 17.837)  0.00
H (20.547, -2.972, 15.431)  0.00
H (19.595, -3.058, 16.929)  0.00
H (19.729, -4.357, 15.762)  0.00
H (23.772, -5.303, 19.353)  0.00
H (22.850, -4.043, 19.571)  0.00
C (29.464, -1.442, 25.812)  0.00
C (28.236, -1.160, 26.724)  0.00
C (27.400, 0.053, 26.414)  0.00
O (28.071, 1.230, 26.843)  0.00
C (27.739, 2.303, 25.975)  0.00
N (27.458, -2.334, 26.523)  0.00
H (30.239, -2.111, 26.188)  0.00
H (30.062, -0.533, 25.751)  0.00
H (29.241, -1.781, 24.801)  0.00
H (28.538, -1.208, 27.770)  0.00
H (26.475, -0.157, 26.952)  0.00
H (27.239, -0.019, 25.339)  0.00
H (28.617, 2.920, 26.170)  0.00
H (26.872, 2.931, 26.180)  0.00
H (27.907, 2.155, 24.908)  0.00
H (28.078, -3.127, 26.442)  0.00
H (26.935, -2.272, 25.661)  0.00
C (28.515, -7.270, 23.486)  0.00
C (28.156, -8.644, 22.995)  0.00
C (26.927, -9.234, 23.701)  0.00
O (27.402, -9.435, 25.080)  0.00
C (26.477, -10.330, 25.720)  0.00
N (28.216, -8.833, 21.557)  0.00
H (27.656, -6.601, 23.439)  0.00
H (29.265, -6.835, 22.826)  0.00
H (28.937, -7.280, 24.491)  0.00
H (28.959, -9.321, 23.289)  0.00
H (26.421, -10.064, 23.207)  0.00
H (26.097, -8.553, 23.514)  0.00
H (26.824, -11.363, 25.710)  0.00
H (25.463, -10.226, 25.335)  0.00
H (26.414, -10.132, 26.790)  0.00
H (27.963, -9.785, 21.332)  0.00
H (29.209, -8.823, 21.370)  0.00
C (27.861, -1.174, 21.355)  0.00
C (27.747, -2.704, 21.669)  0.00
C (28.991, -3.574, 21.325)  0.00
O (29.205, -3.408, 19.870)  0.00
C (30.273, -4.027, 19.292)  0.00
N (27.400, -2.645, 22.996)  0.00
H (27.814, -0.850, 20.316)  0.00
H (28.809, -0.780, 21.722)  0.00
H (27.182, -0.430, 21.771)  0.00
H (26.913, -3.117, 21.101)  0.00
H (29.070, -4.572, 21.755)  0.00
H (29.865, -3.234, 21.879)  0.00
H (30.680, -3.348, 18.542)  0.00
H (29.963, -4.959, 18.820)  0.00
H (31.010, -4.337, 20.033)  0.00
H (27.285, -3.539, 23.452)  0.00
H (26.493, -2.201, 23.001)  0.00

## Properties
Calculated total energy, Eh: -5797.3190
E_LUMO (alpha / beta), eV: -5.054 / -4.848
Highest occupied orbital energy (alpha / beta), eV: -9.07 / -9.07
Gap between HOMO and LUMO (alpha / beta), Eh: 0.1477 / 0.1553
Expectation value of S²: 6.016
Net charge: +1
2S+1: 5